{
  "formula": "C5H7NO",
  "method": "ωB97M-V/def2-TZVPD",
  "lumo_energy_ev": 0.149,
  "homo_lumo_gap_ev": 7.45,
  "species": ["H", "H", "H", "O", "C", "C", "H", "C", "C", "H", "H", "H", "N", "C"],
  "xyz": [[-1.4829, -2.5175, 0.2352], [-1.6718, -0.4957, -0.7434], [0.2292, -1.9707, 0.0433], [1.3457, 2.1696, -0.2608], [0.0471, 0.4381, -0.1667], [1.1370, -0.0633, -0.9250], [-1.7391, 0.0104, 0.8177], [1.8944, 1.0682, -0.9373], [0.1697, 1.7382, 0.2164], [2.8593, 1.3088, -1.3701], [-0.4213, 2.4505, 0.7770], [-0.6115, -1.8073, 1.6324], [-1.1325, -0.4241, 0.1214], [-0.7264, -1.7993, 0.5491]],
  "mulliken_charge": [0.343, 0.386, 0.340, -0.349, 0.757, -0.970, 0.360, -0.192, -0.900, 0.412, 0.361, 0.294, -0.062, -0.779]
}

{
  "formula": "C5H7NO",
  "method": "ωB97M-V/def2-TZVPD",
  "lumo_energy_ev": 0.830,
  "homo_lumo_gap_ev": 10.65,
  "smiles": "C/C=C\\CN=C=O",
  "species": ["O", "H", "H", "C", "H", "N", "H", "H", "H", "C", "H", "C", "C", "C"],
  "xyz": [[-0.8620, 0.5724, -3.0870], [1.1999, 1.6625, 0.7878], [1.2231, -1.2614, -0.1363], [-1.3463, -0.7187, 1.0193], [-0.9421, -1.4223, 0.2861], [1.0280, 0.0127, -1.7585], [-2.3461, -0.4178, 0.6852], [-1.4706, -1.2429, 1.9740], [-0.8647, 1.2509, 1.8663], [0.6926, 0.7203, 0.5928], [2.4747, -0.0415, -0.3009], [-0.4769, 0.4891, 1.1892], [0.0335, 0.2991, -2.3744], [1.3963, -0.2051, -0.3727]],
  "mulliken_charge": [-0.473, 0.339, 0.323, -1.065, 0.293, -0.351, 0.271, 0.312, 0.344, -0.270, 0.282, -0.010, 0.667, -0.661]
}

{
  "formula": "C5H7NO",
  "method": "ωB97M-V/def2-TZVPD",
  "lumo_energy_ev": 0.988,
  "homo_lumo_gap_ev": 9.40,
  "smiles": "C1=N[C@H]2C[C@H]2CO1",
  "species": ["O", "H", "C", "C", "H", "N", "C", "C", "H", "H", "H", "H", "H", "C"],
  "xyz": [[1.2715, 0.5824, 0.9892], [-1.0927, 1.0036, -1.3935], [-1.3841, -0.3907, 0.3475], [1.5911, -0.6516, 0.5153], [-2.4298, -0.5427, 0.0965], [0.8698, -1.4664, -0.1301], [-0.6553, 0.5654, -0.5050], [-0.4288, -1.1258, -0.5105], [2.5967, -0.8823, 0.7864], [-0.0663, 2.0767, 0.4540], [-0.8204, -1.7581, -1.3071], [1.2038, 1.6901, -0.7629], [-1.1956, -0.3815, 1.4116], [0.5402, 1.2809, 0.0086]],
  "mulliken_charge": [-0.363, 0.404, -0.527, -0.020, 0.276, -0.543, -0.318, -0.099, 0.422, 0.294, 0.390, 0.318, 0.227, -0.461]
}

{
  "formula": "C5H7NO",
  "method": "ωB97M-V/def2-TZVPD",
  "lumo_energy_ev": 0.448,
  "homo_lumo_gap_ev": 7.50,
  "species": ["C", "O", "H", "C", "H", "H", "C", "N", "H", "C", "H", "H", "C", "H"],
  "xyz": [[0.8431, 0.5375, -0.8524], [1.0033, 1.5295, 0.4047], [-2.1262, 1.0674, 0.4086], [-0.2668, -0.0645, 0.0375], [-1.1252, 1.1620, -1.1561], [1.7652, -1.4670, -0.2038], [-1.4235, -0.8391, -0.3976], [-1.5209, 0.6530, -0.2954], [2.8431, -0.0162, 0.0605], [0.8575, 0.2390, 0.9994], [0.8470, 0.1641, 2.0998], [-1.4759, -1.2139, -1.4183], [1.8176, -0.3846, -0.0166], [-2.0382, -1.3672, 0.3298]],
  "mulliken_charge": [-0.852, -0.424, 0.286, 0.411, 0.417, 0.238, -0.452, -0.211, 0.275, -0.198, 0.445, 0.261, -0.455, 0.259]
}

{
  "formula": "C5H7NO",
  "method": "ωB97M-V/def2-TZVPD",
  "lumo_energy_ev": 0.009,
  "homo_lumo_gap_ev": 9.63,
  "smiles": "CC(=O)C1=N[C@H]1C",
  "species": ["H", "H", "O", "C", "C", "H", "H", "H", "C", "H", "H", "N", "C", "C"],
  "xyz": [[-2.4021, 1.3409, -1.0862], [-0.8264, 0.5463, -1.4087], [0.6771, -1.9946, 1.5378], [-1.1720, 0.9912, 0.6045], [1.8946, -0.7642, -0.3117], [1.6156, -1.6168, -0.9306], [-2.0978, -0.4577, -0.7893], [1.6912, 0.2227, -0.6384], [0.9920, -0.9928, 0.9298], [2.9311, -1.1295, -0.1228], [-1.9140, 1.4472, 1.3383], [0.2262, 1.5187, 0.6406], [0.0572, 0.3215, 0.9920], [-1.6728, 0.5672, -0.7553]],
  "mulliken_charge": [0.318, 0.334, -0.508, 0.378, -1.049, 0.282, 0.256, 0.337, 0.606, 0.358, 0.349, -0.540, 0.000, -1.121]
}

{
  "formula": "C5H7NO",
  "method": "ωB97M-V/def2-TZVPD",
  "lumo_energy_ev": 0.899,
  "homo_lumo_gap_ev": 9.62,
  "smiles": "C1=CN=COCC1",
  "species": ["H", "O", "C", "H", "H", "H", "C", "C", "H", "H", "C", "C", "H", "N"],
  "xyz": [[-1.9594, -0.3383, -1.4600], [1.3258, 0.5215, 0.9798], [-1.1055, -0.4113, -0.7916], [-1.9423, 1.0969, 0.4927], [2.5082, -1.0606, 1.0018], [-1.0938, -0.1828, 1.3509], [-0.0733, -1.1860, -1.1392], [1.6182, -0.6961, 0.4884], [-0.1204, -1.7716, -2.0547], [0.4571, 1.6281, -0.5301], [-1.0704, 0.4366, 0.4437], [0.2181, 1.2676, 0.4756], [0.1443, 2.1271, 1.1464], [1.0934, -1.4311, -0.4036]],
  "mulliken_charge": [0.331, -0.373, -0.282, 0.357, 0.370, 0.261, -0.180, 0.139, 0.377, 0.322, -0.619, -0.453, 0.306, -0.554]
}